(1)
C23H12BrN3O9Ru as an isolated structure. Source: the OMol25 dataset; level of theory: wB97M-V/def2-TZVPD.

Last column: Löwdin charge in e.
CARTESIAN COORDINATES (ANGSTROEM)
Ru -1.1471 0.6340 -0.7692  1.71
O -2.9599 -0.0314 -0.6903  -0.27
C -3.7787 0.0309 0.3553  -0.17
C -3.4596 0.4709 1.6418  -0.15
C -4.4376 0.3790 2.6618  0.04
C -4.1604 0.8198 3.9364  -0.18
C -2.9306 1.3699 4.2860  -0.02
C -1.9615 1.4748 3.3001  -0.01
C -2.1903 1.0440 1.9954  -0.31
O -1.2259 1.2054 1.1102  -0.22
N -5.1951 0.7002 4.9584  -0.36
O -6.2787 0.2402 4.6380  0.05
O -4.9426 1.1020 6.0834  0.04
H -4.7806 -0.3281 0.1386  0.12
H -5.4072 -0.0430 2.4431  0.12
H -2.7526 1.7058 5.2950  0.11
H -0.9949 1.9065 3.5214  0.11
N 8.3566 3.7407 -1.2855  0.14
C 7.2657 3.3815 -1.2262  -0.19
C 5.9079 2.9346 -1.1525  -0.24
C 5.3892 2.4802 0.0609  -0.03
C 4.0798 2.0498 0.1289  -0.01
C 3.2670 2.0632 -1.0116  -0.24
C 3.7982 2.5209 -2.2226  -0.01
C 5.1066 2.9539 -2.2946  -0.03
C 1.9182 1.6177 -0.9353  -0.08
C 0.7622 1.2456 -0.8879  -0.09
H 6.0163 2.4694 0.9419  0.12
H 3.6646 1.6976 1.0629  0.12
H 3.1686 2.5322 -3.1013  0.12
H 5.5159 3.3090 -3.2303  0.12
Br 0.9913 -7.7439 -2.1612  0.71
C 0.5689 -5.9270 -1.8023  -0.69
C 0.6020 -5.4727 -0.4939  -0.12
C 0.2899 -4.1472 -0.2399  -0.01
C -0.0472 -3.2938 -1.2835  -0.13
C -0.0741 -3.7686 -2.5891  -0.01
C 0.2341 -5.0925 -2.8560  -0.12
C -0.3859 -1.8705 -0.9889  -0.61
O -0.6534 -1.1002 -1.9712  -0.11
O -0.4118 -1.4497 0.1817  -0.02
H 0.8664 -6.1456 0.3096  0.10
H 0.3000 -3.7543 0.7677  0.12
H -0.3380 -3.0888 -3.3873  0.12
H 0.2165 -5.4739 -3.8672  0.10
O -2.3200 3.5482 -3.1279  0.07
N -1.9457 2.7002 -2.3599  -0.56
O -1.9233 2.8597 -1.1131  -0.06
O -1.5829 1.5434 -2.7701  -0.12

Properties
- charge = -1
- orbital gap (alpha / beta) (eV) = 5.517 / 6.223
- energy relative to the best compared isomer or geometry (same formula, charge and spin) (eV) = 0.076
- 2S+1 = 6



(2)
C23H12MnN6O5 as an isolated structure at a distorted geometry. Source: the OMol25 dataset; level of theory: wB97M-V/def2-TZVPD.

Last column: Löwdin charge in e.
CARTESIAN COORDINATES (ANGSTROEM)
Mn -1.7332 -0.0001 -0.0056  1.05
C -1.8812 0.0002 -4.2747  -0.09
C -2.2775 0.0001 -2.9538  -0.05
N -1.3702 0.0000 -1.9814  0.03
C -0.0492 0.0001 -2.2964  -0.15
C 0.3077 0.0002 -3.6513  -0.05
N -0.5863 0.0003 -4.6188  0.10
C 0.8650 0.0000 -1.1777  -0.18
C 2.2873 0.0001 -1.2098  0.03
C 2.9772 -0.0001 -0.0008  -0.14
C 2.2834 -0.0003 1.2068  0.03
C 0.8615 -0.0003 1.1699  -0.18
N 0.2189 -0.0001 -0.0050  0.03
C -0.0557 -0.0004 2.2868  -0.15
C 0.2996 -0.0005 3.6422  -0.05
N -0.5948 -0.0006 4.6092  0.10
C -1.8897 -0.0006 4.2643  -0.09
C -2.2847 -0.0005 2.9432  -0.05
N -1.3767 -0.0004 1.9712  0.03
C 4.4800 0.0000 0.0012  -0.15
C 5.2110 0.0016 1.1831  -0.01
C 6.5964 0.0017 1.1342  -0.13
N 7.3005 0.0002 0.0046  0.07
C 6.5990 -0.0013 -1.1268  -0.13
C 5.2139 -0.0015 -1.1789  -0.01
H -2.6161 0.0003 -5.0673  0.11
H -3.3175 0.0000 -2.6562  0.13
H 1.3534 0.0003 -3.9338  0.12
H 2.7921 0.0004 -2.1602  0.09
H 2.7853 -0.0005 2.1587  0.09
H 1.3451 -0.0005 3.9255  0.12
H -2.6255 -0.0007 5.0561  0.11
H -3.3247 -0.0004 2.6451  0.13
H 4.7334 0.0030 2.1514  0.10
H 7.1662 0.0030 2.0566  0.11
H 7.1709 -0.0025 -2.0479  0.11
H 4.7385 -0.0029 -2.1483  0.10
O -7.6772 0.0006 0.0267  0.17
C -6.4846 0.0003 0.0200  -0.23
C -5.5618 1.2349 0.0174  -0.28
O -5.8919 2.3904 0.0236  0.14
C -4.1950 0.6876 -0.0019  -0.30
C -4.1951 -0.6873 -0.0020  -0.30
O -3.0718 -1.4094 -0.0199  -0.12
C -5.5622 -1.2341 0.0172  -0.28
O -5.8924 -2.3896 0.0232  0.14
O -3.0716 1.4094 -0.0197  -0.12

Properties
- orbital gap (alpha / beta) (eV) = 3.692 / 6.357
- energy relative to the best compared isomer or geometry (same formula, charge and spin) (eV) = 1.999
- 2S+1 = 6



(3)
C23H14AsN4PdSSe as an isolated structure at a distorted geometry. Source: the OMol25 dataset; level of theory: wB97M-V/def2-TZVPD.

Last column: Löwdin charge in e.
CARTESIAN COORDINATES (ANGSTROEM)
Pd -2.2782 -1.3006 -1.4400  0.50
S -0.8053 -2.9768 -1.3183  0.62
C 0.8518 -2.3497 -1.3812  -0.66
C 1.8116 -3.3608 -1.4970  -0.15
C 3.1614 -3.0622 -1.5219  -0.10
C 3.5842 -1.7437 -1.4359  -0.10
C 2.6401 -0.7373 -1.3152  -0.10
C 1.2764 -1.0174 -1.2800  -0.41
As -0.0458 0.4058 -1.1292  1.28
C 1.1165 1.9759 -1.0585  -0.40
C 1.3988 2.6053 -2.2691  -0.12
C 2.2305 3.7171 -2.3032  -0.09
C 2.7755 4.2134 -1.1267  -0.10
C 2.4889 3.5958 0.0832  -0.09
C 1.6635 2.4782 0.1181  -0.10
C -0.4294 0.2982 0.7866  -0.44
C 0.1012 -0.6704 1.6266  -0.11
C -0.3113 -0.7480 2.9527  -0.08
C -1.2503 0.1444 3.4469  -0.11
C -1.7755 1.1261 2.6136  -0.11
C -1.3694 1.1950 1.2915  -0.15
H 1.4824 -4.3907 -1.5731  0.09
H 3.8839 -3.8634 -1.6180  0.10
H 4.6386 -1.5003 -1.4635  0.10
H 2.9680 0.2923 -1.2443  0.09
H 0.9624 2.2210 -3.1851  0.05
H 2.4473 4.1990 -3.2487  0.10
H 3.4196 5.0839 -1.1521  0.09
H 2.9100 3.9834 1.0029  0.10
H 1.4428 1.9973 1.0630  0.10
H 0.8273 -1.3791 1.2474  0.10
H 0.0957 -1.5193 3.5953  0.10
H -1.5989 0.0670 4.4686  0.09
H -2.5242 1.8077 2.9929  0.09
H -1.7998 1.9467 0.6369  0.10
Se 0.0332 -0.0308 -5.0809  0.53
C -1.2785 -0.6701 -4.1262  -1.01
N -2.1528 -1.0935 -3.4574  -0.13
N -3.2444 -1.4982 0.3417  0.04
C -3.8800 -1.5275 1.3093  -0.17
C -4.6435 -1.5604 2.4684  -0.27
C -4.4744 -0.5717 3.4719  -0.25
N -4.3416 0.2317 4.2903  0.13
C -5.6114 -2.5897 2.6393  -0.26
N -6.3969 -3.4234 2.7784  0.11

Properties
- charge = -1
- orbital gap (alpha / beta) (eV) = 6.262 / 6.263
- energy relative to the best compared isomer or geometry (same formula, charge and spin) (eV) = 0.286



(4)
C23H14ClN3O3 in the gas phase at a distorted geometry. Source: the OMol25 dataset; level of theory: wB97M-V/def2-TZVPD.

Last column: Löwdin charge in e.
CARTESIAN COORDINATES (ANGSTROEM)
O 4.3683 -0.8884 -1.8704  0.06
C 3.2234 -0.5602 -1.5313  -0.49
N 2.1985 -1.5233 -1.5248  0.22
C 1.0485 -1.1514 -0.8663  -0.23
O -0.0438 -1.9572 -0.5181  0.13
C -0.8906 -1.1416 0.2362  -0.08
C -2.0718 -1.7865 0.8955  -0.18
C -2.5979 -2.9318 0.2595  0.02
C -3.8545 -3.4806 0.8217  -0.05
C -4.4065 -2.9911 2.0188  -0.09
C -3.7613 -1.9068 2.6499  -0.05
C -2.5467 -1.3477 2.1151  -0.02
C -0.3662 0.1835 0.2772  0.00
C -0.9545 1.3416 1.0544  -0.18
C -0.2135 1.9999 2.0843  -0.01
C -0.8438 3.0407 2.7697  -0.08
C -2.1556 3.4022 2.5076  -0.06
C -2.8631 2.6649 1.5210  -0.07
C -2.2299 1.7252 0.7363  -0.06
N 0.8375 0.0667 -0.4453  0.14
C 1.8668 0.9807 -0.4656  -0.34
O 1.7676 2.1294 -0.0650  0.12
N 3.1589 0.6174 -0.8788  0.07
C 4.2813 1.4230 -0.7948  -0.26
C 4.7119 2.2824 -1.8522  0.04
C 5.7069 3.2513 -1.6449  -0.07
C 6.4328 3.2694 -0.4645  -0.08
C 6.1816 2.2923 0.5122  -0.05
C 4.9855 1.4277 0.3676  -0.48
Cl 4.5512 0.3594 1.7564  0.65
H -2.2567 -3.2539 -0.7251  0.11
H -4.3168 -4.2664 0.2414  0.09
H -5.2828 -3.5153 2.4229  0.11
H -4.1494 -1.4663 3.5590  0.10
H -1.9505 -0.6455 2.7030  0.12
H 0.7760 1.6075 2.3236  0.12
H -0.2029 3.6461 3.3651  0.10
H -2.6294 4.2129 3.0066  0.09
H -3.9375 2.8783 1.3564  0.11
H -2.7129 1.1790 -0.0793  0.13
H 4.4025 2.2132 -2.8835  0.12
H 5.8883 3.8352 -2.4977  0.09
H 7.2919 3.8675 -0.5708  0.09
H 6.8431 2.2010 1.4008  0.11

Properties
- orbital gap (eV) = 8.433
- energy relative to the best compared isomer or geometry (same formula, charge and spin) (eV) = 2.089